Entry 1:
C2H4N2P2 in the gas phase. Source: the OMol25 dataset; level of theory: ωB97M-V/def2-TZVPD.

Summary:
E_HOMO (spin up / spin down): -7.85 / -7.34 eV
LUMO energy (spin up / spin down): -0.0214 / -0.0408 Eh

Element x y z (Å)
C -0.1512 -1.1116 0.1104
C -0.9545 -0.1040 0.1510
N 1.2093 -1.2051 -0.0457
N 2.0608 -0.1948 -0.1252
P 1.9218 1.3599 0.2527
P -2.3203 0.8020 0.0588
H -0.4847 -2.0493 0.3367
H 2.8934 -0.7111 -0.2515
H -2.1589 1.1845 -1.1589
H -2.0157 2.0295 0.6718

---

Entry 2:
2 unconnected molecules or ions with the total composition C2H4N2S. Source: the OMol25 dataset; level of theory: ωB97M-V/def2-TZVPD.

Summary:
E_HOMO: -9.17 eV
LUMO energy: 0.0310 Eh
SMILES: N=C=S.C=N

Element x y z (Å)
N -2.2598 -0.4785 0.7953
C -3.3083 -0.1636 0.3935
S -4.7031 0.1133 -0.2559
H -1.3093 -0.6214 0.9439
C 0.6746 0.4808 -0.4629
N 0.7227 -0.4967 0.3664
H -0.2952 0.8141 -0.5152
H 1.5929 0.9729 -1.0499
H 1.6559 -0.9454 0.6553

---

| no. | F_max (eV/Å) |
| --- | --- |
| 1 | 4.12 |
| 2 | 4.37 |